Entry from OMol25: a structure of composition C43H60N3O11P2TcTe2 (ωB97M-V/def2-TZVPD).

The geometry in XYZ format:
```
122
Properties=species:S:1:pos:R:3:forces:R:3:mulliken_charge:R:1
Tc 0.495922 -0.061765 0.363383 0.161 -0.080 -0.294 0.93
O 3.501959 1.345764 5.720372 -0.043 -0.014 0.000 -0.48
C 2.615801 2.024931 4.949428 0.040 -0.009 -0.051 0.55
O 2.542794 3.213199 5.016471 -0.054 0.031 -0.023 -0.53
C 1.758951 1.162322 4.083667 0.073 -0.004 0.222 -0.11
C 0.850227 0.207163 4.515820 0.010 0.093 0.194 -0.27
N 0.245325 -0.305622 3.436708 -0.317 -0.189 -0.020 -0.17
N 0.747130 0.241850 2.339279 -0.005 -0.102 0.161 0.35
C 1.668121 1.125529 2.687984 0.079 -0.012 -0.219 -0.11
C 2.487183 1.640693 1.539404 -0.155 -0.104 -0.209 0.58
O 3.285627 2.542646 1.677007 0.093 0.019 -0.037 -0.70
O 2.249900 0.987489 0.425357 0.017 0.140 0.223 -0.73
H 3.496159 0.414158 5.469783 0.001 -0.014 -0.007 0.38
H 0.586861 -0.103562 5.514578 0.010 -0.023 -0.066 0.48
H -0.313593 -1.182972 3.263528 0.209 0.047 0.029 0.23
C -2.946435 1.154010 -5.786561 0.093 -0.021 -0.024 -1.58
C -2.886414 0.811691 -4.312170 -0.089 -0.110 -0.059 1.15
C -3.760984 -0.376599 -3.963415 0.069 -0.044 0.009 -1.20
O -1.496971 0.512602 -3.984248 -0.110 0.047 -0.036 0.23
P -0.546989 1.142155 -2.894412 -0.129 -0.125 0.142 -0.73
O -0.023664 0.164363 -1.923109 0.108 0.005 0.112 -0.71
C -1.511801 2.464305 -2.105303 0.275 -0.063 0.137 -0.51
P -0.636953 3.131880 -0.676425 -0.066 0.041 0.053 -0.20
O -0.209404 2.068812 0.253074 -0.133 0.101 0.021 -0.39
O -1.609323 4.097390 0.102072 -0.168 -0.019 -0.130 -0.28
C -2.185223 5.303441 -0.475601 0.013 0.060 0.020 0.87
C -2.059089 6.390085 0.568929 0.050 -0.063 0.093 -1.55
C -3.627417 5.023339 -0.846972 -0.019 -0.090 0.037 -1.34
O 0.457071 4.011681 -1.361790 0.265 -0.036 0.050 0.34
C 1.708328 4.404376 -0.650838 0.042 0.033 0.045 0.55
C 2.866536 3.698083 -1.308153 -0.044 -0.017 -0.126 -1.29
C 1.799373 5.908629 -0.730758 -0.037 0.060 -0.052 -1.30
O 0.626555 1.818863 -3.680459 0.091 0.024 -0.113 0.14
C 0.445851 2.562618 -4.916900 0.010 0.016 -0.066 1.12
C 0.748283 1.647942 -6.086413 0.021 -0.045 0.078 -1.40
C 1.357700 3.765705 -4.852182 0.027 0.031 0.035 -1.42
H -3.986234 1.266446 -6.096908 0.029 0.006 0.008 0.45
H -2.494368 0.346528 -6.366878 -0.062 0.037 0.011 0.28
H -2.416630 2.081790 -6.010083 -0.022 -0.046 -0.002 0.33
H -3.209148 1.671510 -3.725825 0.066 0.065 0.052 0.09
H -3.567423 -1.212980 -4.638416 0.006 0.026 0.042 0.33
H -4.810097 -0.087670 -4.057089 0.032 -0.042 -0.023 0.52
H -3.592439 -0.717034 -2.941246 -0.025 0.010 -0.026 0.01
H -2.433903 2.026510 -1.716656 -0.055 0.018 -0.050 0.80
H -1.734703 3.265596 -2.812652 -0.078 -0.019 -0.016 0.71
H -1.606565 5.576013 -1.362382 0.050 -0.026 -0.016 0.23
H -2.595488 6.092776 1.472278 0.001 0.049 -0.038 0.36
H -2.478548 7.325031 0.195573 0.009 -0.020 0.011 0.39
H -1.014057 6.551449 0.834128 -0.052 0.016 -0.006 0.32
H -4.166085 4.664426 0.032259 -0.008 0.038 -0.041 0.32
H -3.705016 4.266467 -1.629935 -0.002 0.029 0.018 0.20
H -4.106819 5.935781 -1.204514 0.017 -0.028 0.004 0.43
H 1.625768 4.088664 0.390395 -0.087 -0.097 -0.043 0.37
H 3.030198 4.091226 -2.315789 0.006 -0.017 0.066 0.37
H 2.692471 2.624938 -1.354446 -0.005 -0.016 0.044 0.12
H 3.758628 3.852407 -0.701770 0.001 0.014 -0.019 0.42
H 1.916875 6.229663 -1.768964 -0.005 -0.005 0.042 0.28
H 2.670160 6.240609 -0.164106 -0.024 0.013 -0.020 0.42
H 0.911318 6.387364 -0.314717 0.064 -0.016 0.014 0.16
H -0.592552 2.904719 -4.972344 -0.055 -0.042 0.053 0.01
H 1.796675 1.345685 -6.051935 -0.038 0.013 -0.025 0.39
H 0.560157 2.169079 -7.027134 0.026 -0.012 0.028 0.38
H 0.129138 0.752187 -6.048072 -0.003 0.033 -0.023 0.21
H 2.399804 3.443098 -4.809828 -0.042 0.025 0.006 0.34
H 1.141306 4.365546 -3.967486 0.004 -0.012 -0.036 0.17
H 1.214142 4.378358 -5.744124 0.036 -0.006 0.025 0.46
Te -4.389788 -2.251224 1.713768 -0.061 0.034 0.115 -0.18
C -1.151216 -7.372587 -6.371884 0.042 0.050 0.091 -1.59
C -1.178771 -6.552886 -5.106484 0.033 0.023 -0.059 0.62
C -0.998859 -5.173931 -5.139775 -0.013 -0.014 0.014 -1.10
C -1.053524 -4.398448 -3.986147 -0.027 -0.013 0.011 0.85
C -0.791698 -2.916156 -4.100530 -0.033 -0.116 0.049 -1.31
C -1.326916 -5.025972 -2.757281 -0.099 0.068 -0.060 0.05
Te -1.567771 -3.823941 -1.015304 -0.106 -0.047 -0.048 0.99
N 0.730623 -1.884097 0.589853 0.160 0.271 -0.183 -0.39
C 0.387265 -2.808477 1.476948 -0.344 0.082 0.016 0.24
O -0.399810 -2.666763 2.457155 0.174 0.223 -0.043 -1.01
C 0.906809 -4.199133 1.221183 0.188 0.030 0.022 0.20
C 1.852602 -4.434565 0.227044 0.010 -0.038 -0.015 0.09
C 2.315558 -5.722273 -0.006751 -0.039 -0.008 -0.009 -0.64
C 1.832009 -6.782660 0.750499 0.004 0.039 -0.002 -0.42
C 0.886082 -6.550545 1.741425 -0.024 0.026 0.009 -0.71
C 0.426026 -5.261813 1.976549 0.009 -0.144 0.024 -0.20
C -3.529871 -3.022401 -1.171964 0.109 -0.057 0.061 0.52
C -4.616039 -3.597089 -1.748851 -0.183 0.065 -0.123 1.75
C -4.584837 -4.918571 -2.471925 0.071 0.090 0.020 -1.39
C -5.908909 -2.949362 -1.657281 0.114 -0.063 -0.047 -0.92
C -6.127862 -1.837530 -0.932228 0.027 0.076 0.120 0.34
C -7.465829 -1.175296 -0.818703 0.002 -0.039 0.079 -1.72
C -5.016862 -1.249019 -0.208148 0.072 -0.099 -0.202 -1.46
C -3.667871 -1.789539 -0.372399 0.012 -0.007 -0.080 -1.21
C -2.541849 -0.772388 -0.345999 -0.107 0.274 -0.041 0.91
C -1.413183 -6.423819 -2.689286 -0.039 0.026 0.107 0.96
C -1.546064 -7.201824 -1.401149 -0.045 0.013 -0.127 -2.05
C -1.350610 -7.157047 -3.871752 -0.009 -0.065 -0.033 -0.71
H -1.288007 -6.741421 -7.249452 0.003 -0.013 -0.005 0.37
H -1.938138 -8.127897 -6.365236 0.012 0.010 -0.002 0.38
H -0.196854 -7.893655 -6.478466 -0.017 0.012 0.000 0.31
H -0.809667 -4.685128 -6.090800 -0.021 -0.020 0.016 0.33
H 0.099024 -2.635283 -3.534964 -0.001 0.009 0.017 0.29
H -1.608603 -2.330851 -3.685867 -0.088 0.071 0.006 -0.10
H -0.644871 -2.629786 -5.142812 -0.018 -0.016 -0.004 0.41
H 2.208546 -3.592388 -0.352605 0.001 -0.020 -0.003 0.36
H 3.053126 -5.901049 -0.780138 -0.014 0.013 0.019 0.41
H 2.195865 -7.787277 0.571647 -0.011 0.003 -0.007 0.43
H 0.506320 -7.377634 2.330337 0.005 0.034 -0.016 0.39
H -0.317768 -5.062041 2.736124 0.016 0.014 0.000 0.43
H -4.074494 -5.669812 -1.868107 0.057 -0.023 0.001 0.14
H -4.062511 -4.856966 -3.428758 0.045 -0.008 0.019 0.23
H -5.599665 -5.267362 -2.663318 0.021 -0.006 0.004 0.46
H -6.739892 -3.408358 -2.184254 0.033 0.011 0.010 0.32
H -8.219509 -1.703072 -1.402054 0.013 0.016 0.003 0.38
H -7.422753 -0.138541 -1.163680 -0.008 -0.007 0.013 0.35
H -7.787979 -1.155648 0.227712 0.014 0.005 -0.045 0.36
H -5.096027 -0.195147 0.034728 0.011 -0.017 0.003 0.80
H -2.926976 0.174090 0.041556 0.045 -0.007 0.032 0.67
H -2.164983 -0.631489 -1.354632 -0.015 0.020 -0.183 -0.25
H -1.667298 -1.029015 0.260408 -0.158 -0.422 0.245 -0.37
H -1.761189 -6.563192 -0.550100 -0.009 0.008 0.047 0.31
H -0.610315 -7.726374 -1.194340 -0.001 0.027 0.020 0.43
H -2.333344 -7.955013 -1.480603 0.014 0.022 -0.028 0.45
H -1.449938 -8.238609 -3.818872 0.002 0.054 -0.001 0.44
```
Forces are in eV/Å.

Its HOMO-LUMO gap (spin up / spin down) is 6.52 / 6.78 eV. As for the spin multiplicity: 3. For the energy relative to the best compared isomer or geometry (same formula, charge and spin), the calculation gives 57.3 kcal per mole. Its expectation value of S² is 2.0132.